{
  "formula": "C31H41Br36F4NO7",
  "method": "the ωB97M-V functional and the def2-TZVPD basis",
  "total_charge": 0,
  "multiplicity": 1,
  "energy_ha": -94851.0598,
  "elements": ["C", "C", "C", "O", "C", "C", "F", "C", "O", "N", "C", "O", "C", "C", "C", "O", "C", "F", "F", "F", "C", "C", "C", "C", "C", "O", "O", "C", "C", "C", "O", "H", "H", "H", "H", "H", "H", "H", "H", "H", "H", "H", "H", "H", "H", "H", "H", "H", "H", "H", "H", "H", "H", "H", "H", "H", "H", "H", "H", "H", "C", "Br", "Br", "Br", "H", "C", "Br", "Br", "Br", "H", "C", "Br", "Br", "Br", "H", "C", "Br", "Br", "Br", "H", "C", "Br", "Br", "Br", "H", "C", "Br", "Br", "Br", "H", "C", "Br", "Br", "Br", "H", "C", "Br", "Br", "Br", "H", "C", "Br", "Br", "Br", "H", "C", "Br", "Br", "Br", "H", "C", "Br", "Br", "Br", "H", "C", "Br", "Br", "Br", "H"],
  "coordinates": [[4.47744, -6.40645, -0.09726], [4.55942, -5.57367, -1.37902], [3.26717, -5.53169, -2.17052], [2.13131, -5.20843, -1.37151], [1.27027, -4.23202, -1.90934], [1.61296, -2.78834, -1.47311], [2.48337, -2.34250, -2.50265], [2.42131, -2.63929, -0.16410], [3.40755, -3.23855, 0.19246], [1.84838, -1.58293, 0.55455], [0.92994, -0.73154, -0.25662], [-0.01949, -0.37082, 0.71444], [-0.91698, 0.68817, 0.33790], [-0.84567, 1.88595, 1.28096], [-1.40721, 3.15473, 0.64078], [-1.47698, 1.58519, 2.51843], [1.90487, 0.43224, -0.62200], [1.32449, 1.50483, -1.20387], [2.92663, 0.02058, -1.38692], [2.44234, 0.91432, 0.51648], [0.44408, -1.79088, -1.32167], [-0.82038, -2.47591, -0.70429], [-0.64047, -3.40442, 0.50627], [-1.83346, -4.39434, 0.60668], [-2.76454, -4.02234, 1.73225], [-2.43279, -3.89145, 2.89599], [-4.03854, -3.80805, 1.31642], [-0.00610, -1.45782, -2.77793], [0.43802, -0.12478, -3.37916], [-0.52186, 1.00424, -3.29776], [-0.26454, 0.29272, -4.51872], [5.44850, -6.85267, 0.13009], [4.25137, -5.75818, 0.75019], [3.73748, -7.20469, -0.16599], [5.30688, -6.02641, -2.04194], [4.93220, -4.57147, -1.16915], [3.10463, -6.52974, -2.60205], [3.38920, -4.85439, -3.02156], [0.26211, -4.53292, -1.62835], [1.31138, -4.25567, -3.00291], [1.41543, -1.80806, 1.44318], [-1.93430, 0.28828, 0.45182], [-0.80493, 0.96965, -0.70581], [0.18814, 2.10055, 1.58076], [-2.48298, 3.21963, 0.81425], [-0.96653, 4.00883, 1.16304], [-1.14059, 3.25188, -0.41241], [-2.41104, 1.39441, 2.36241], [-1.20962, -3.08781, -1.52177], [-1.59170, -1.72553, -0.52905], [-0.67952, -2.81366, 1.42372], [0.28299, -3.97798, 0.49718], [-1.48208, -5.41821, 0.73713], [-2.43079, -4.38549, -0.30809], [-4.57145, -3.68505, 2.11754], [-1.09365, -1.35360, -2.83880], [0.27319, -2.22317, -3.49921], [1.49499, 0.12522, -3.31278], [-0.11576, 2.00885, -3.28717], [-1.49195, 0.74000, -2.88832], [-4.72981, 3.39757, 4.22883], [-3.85493, 5.08495, 4.54728], [-4.99463, 3.05453, 2.34963], [-3.79355, 1.96624, 5.09996], [-5.71259, 3.45870, 4.67302], [-0.60908, -2.40109, 6.26387], [0.97668, -3.38637, 5.79489], [-0.95255, -0.99750, 4.99874], [-2.12815, -3.55748, 6.49035], [-0.42202, -1.93208, 7.21894], [0.78030, -5.07406, -6.70370], [0.03064, -6.64806, -5.88550], [-0.32594, -4.41745, -8.13186], [1.14070, -3.67965, -5.42985], [1.72820, -5.36982, -7.12938], [-3.60266, -5.87614, -6.71494], [-4.30738, -7.48423, -5.93261], [-4.73784, -5.18937, -8.10387], [-3.24127, -4.54150, -5.37988], [-2.65469, -6.12931, -7.16993], [-4.70248, 7.30181, 1.38618], [-3.30771, 6.02278, 1.05439], [-4.31913, 8.99769, 0.56473], [-6.42281, 6.62325, 0.86046], [-4.73587, 7.46298, 2.45482], [2.09611, 4.80539, -3.47667], [0.69747, 5.40279, -2.29279], [3.06656, 3.32334, -2.74269], [1.38893, 4.38770, -5.21775], [2.79284, 5.62243, -3.59613], [2.29146, 2.72834, 4.89917], [1.59283, 1.71750, 3.43009], [1.10694, 4.16692, 5.38476], [2.71767, 1.61856, 6.41304], [3.21437, 3.17939, 4.56240], [1.78164, 7.31527, 1.49064], [-0.10479, 7.09553, 1.17853], [2.73687, 5.65018, 1.33242], [2.53322, 8.68532, 0.37028], [1.89718, 7.63866, 2.51550], [-2.96084, 0.66469, -7.30078], [-4.07547, 0.92160, -8.84903], [-3.37116, 1.92407, -5.90576], [-3.05752, -1.13158, -6.63324], [-1.94032, 0.84262, -7.60756], [4.62833, 0.31739, 10.15269], [3.02474, -0.20947, 9.22927], [5.36728, 1.92523, 9.39921], [4.33841, 0.46633, 12.04729], [5.35759, -0.46503, 10.00041], [-5.55126, 4.94878, -3.64099], [-6.41914, 4.33585, -5.24273], [-6.72100, 6.02858, -2.56328], [-4.81127, 3.48792, -2.62915], [-4.72433, 5.57536, -3.94322], [4.99020, 5.47475, 6.77728], [6.39064, 4.15927, 6.85618], [5.52997, 7.13584, 7.57884], [4.37334, 5.72895, 4.97215], [4.15655, 5.09417, 7.35287]],
  "lowdin_charge": [-0.0969, -0.2373, -0.2165, -0.1154, -0.1319, -0.2480, 0.0143, -0.3240, 0.1506, 0.1746, -0.2603, -0.0445, -0.1075, -0.4398, -0.0492, -0.1176, -0.5196, 0.0515, 0.1634, 0.1071, -0.1906, -0.1053, -0.1369, -0.0728, -0.5019, 0.0637, 0.1018, -0.0540, -0.2964, -0.1092, -0.0586, 0.0664, 0.0635, 0.0736, 0.1080, 0.0956, 0.1243, 0.1137, 0.1277, 0.0318, 0.1608, 0.1412, 0.1071, 0.0270, 0.0106, 0.0507, 0.0707, 0.0393, 0.1112, 0.1255, 0.1100, 0.1141, 0.1341, 0.1153, 0.1266, 0.1258, 0.0396, 0.1350, 0.0922, 0.1116, -1.5925, 0.5855, 0.5914, 0.6111, -0.0286, -1.6405, 0.5679, 0.5723, 0.5829, -0.0352, -1.5880, 0.6041, 0.6028, 0.7216, -0.0271, -1.6732, 0.5807, 0.5840, 0.5204, -0.0992, -1.6111, 0.5228, 0.5932, 0.5470, -0.0437, -1.6207, 0.5598, 0.6491, 0.5827, -0.0279, -1.6163, 0.7400, 0.5568, 0.5429, -0.0830, -1.6219, 0.5366, 0.5541, 0.5824, -0.0320, -1.6355, 0.5782, 0.5516, 0.5514, -0.0253, -1.6328, 0.5441, 0.5432, 0.5807, -0.0280, -1.6344, 0.5708, 0.5563, 0.5452, -0.0251, -1.6241, 0.5560, 0.5901, 0.5692, -0.0282]
}

{
  "formula": "C28H21BrKN9S",
  "method": "the ωB97M-V functional and the def2-TZVPD basis",
  "total_charge": 0,
  "multiplicity": 1,
  "de_lowest_kcal_mol": 8.6,
  "energy_ha": -5144.6503,
  "elements": ["K", "C", "C", "N", "C", "C", "N", "C", "C", "C", "C", "C", "N", "C", "C", "N", "C", "C", "N", "C", "C", "C", "N", "C", "C", "H", "H", "H", "H", "H", "H", "H", "H", "H", "H", "H", "H", "S", "C", "C", "N", "C", "H", "H", "H", "Br", "N", "C", "N", "C", "C", "C", "C", "C", "C", "H", "H", "H", "H", "H", "H"],
  "coordinates": [[-2.26689, 0.54565, 0.06518], [-1.27509, 0.62221, 4.71054], [-1.84722, 0.61299, 3.44418], [-1.09138, 0.60979, 2.35619], [0.22985, 0.62008, 2.50460], [0.78568, 0.62880, 3.77664], [0.04113, 0.62920, 4.88174], [1.06211, 0.61379, 1.23392], [2.45089, 0.61570, 1.27346], [3.17749, 0.60633, 0.09103], [2.45907, 0.59499, -1.09684], [1.07002, 0.59265, -1.06643], [0.38804, 0.59978, 0.08156], [0.24608, 0.58470, -2.34298], [0.81174, 0.58116, -3.61078], [0.07638, 0.57885, -4.72195], [-1.24097, 0.57947, -4.56171], [-1.82284, 0.58232, -3.29981], [-1.07703, 0.58638, -2.20485], [4.68180, 0.60666, 0.09740], [5.41875, 0.59336, -1.07967], [6.80417, 0.59195, -1.02329], [7.50295, 0.60272, 0.11033], [6.79391, 0.61641, 1.23765], [5.40816, 0.61888, 1.28117], [-1.89785, 0.62336, 5.59722], [-2.92379, 0.60800, 3.29983], [1.85792, 0.63689, 3.92679], [2.95861, 0.62788, 2.22464], [2.97404, 0.58862, -2.04424], [1.88515, 0.58180, -3.75262], [-1.85631, 0.57845, -5.45351], [-2.90047, 0.58801, -3.16742], [4.94760, 0.58423, -2.05208], [7.37719, 0.58159, -1.94357], [7.35832, 0.62638, 2.16323], [4.92835, 0.63163, 2.24929], [-2.59411, 5.63703, 0.32959], [-1.05989, 5.32852, -0.35119], [-0.85632, 3.99013, -0.40542], [-1.88158, 3.20659, 0.08126], [-2.86056, 3.95884, 0.50571], [-0.40322, 6.11998, -0.67323], [0.03509, 3.51533, -0.79447], [-3.79187, 3.55718, 0.89305], [-5.14719, 0.96824, 0.19069], [-1.04473, -4.12380, 0.19955], [-0.81396, -2.78076, 0.27874], [-1.87221, -2.05372, 0.06542], [-2.89319, -2.98618, -0.16381], [-4.24797, -2.75330, -0.41821], [-5.04539, -3.86215, -0.61583], [-4.52223, -5.16865, -0.55608], [-3.18856, -5.40811, -0.28969], [-2.39132, -4.28143, -0.09416], [-0.36302, -4.84793, 0.33011], [0.17468, -2.39458, 0.49012], [-4.64945, -1.74257, -0.42664], [-6.10114, -3.72535, -0.81147], [-5.18425, -6.01053, -0.71535], [-2.79317, -6.41443, -0.23352]],
  "lowdin_charge": [0.4174, -0.1017, -0.0799, 0.0545, -0.1847, -0.0697, 0.0891, -0.1765, 0.0468, -0.1167, 0.0465, -0.1819, 0.1185, -0.1875, -0.0690, 0.0900, -0.1012, -0.0791, 0.0518, -0.1489, -0.0139, -0.1321, 0.0658, -0.1319, -0.0139, 0.1103, 0.1196, 0.1060, 0.0908, 0.0909, 0.1063, 0.1105, 0.1234, 0.1016, 0.1084, 0.1085, 0.1016, 1.0128, -0.4136, -0.2569, -0.0813, -0.4882, 0.0634, 0.0968, 0.0321, -0.3872, 0.1141, -0.1771, 0.0491, -0.2271, -0.0078, -0.0792, -0.0945, -0.0286, -0.2042, 0.1506, 0.1206, 0.0291, 0.1036, 0.0988, 0.1048]
}